## A
51
Properties=species:S:1:pos:R:3:nbo_charge:R:1 method="wB97M-V/def2-TZVPD" homo_lumo_gap_ev=7.432 total_charge=-2 lumo_energy_ev=4.1
Ag 16.64 -1.48 0.55 0.923
P 17.67 -1.76 -2.11 2.743
O 17.86 -0.62 -1.27 -1.269
O 16.43 -2.52 -1.47 -1.277
O 18.88 -2.49 -2.03 -1.195
O 17.30 -1.35 -3.44 -1.197
O 18.82 -0.66 0.95 -1.010
H 18.73 0.14 1.53 0.469
H 18.52 -0.43 0.03 0.495
O 19.72 -3.82 -0.21 -0.997
H 19.42 -3.28 -0.99 0.470
H 19.68 -4.71 -0.55 0.458
O 14.37 -0.99 -2.07 -1.015
H 15.05 -1.65 -1.84 0.474
H 14.75 -0.29 -2.57 0.479
O 20.56 -2.29 -3.71 -1.017
H 20.79 -1.35 -3.77 0.484
H 19.85 -2.44 -3.00 0.480
O 21.10 -1.29 -0.84 -0.967
H 20.78 -0.87 -0.05 0.468
H 20.34 -1.71 -1.28 0.482
O 14.96 -3.86 -2.83 -0.997
H 15.60 -3.36 -2.24 0.461
H 15.58 -4.03 -3.55 0.465
O 19.45 1.33 -1.74 -0.969
H 18.88 0.57 -1.55 0.489
H 18.84 2.04 -1.95 0.453
O 18.92 0.47 -4.27 -1.006
H 19.34 0.82 -3.49 0.467
H 18.38 -0.29 -4.00 0.482
O 15.69 -2.33 -5.15 -0.965
H 16.26 -1.92 -4.46 0.480
H 15.75 -1.68 -5.83 0.448
O 15.77 0.68 -3.51 -1.021
H 16.08 1.20 -2.70 0.481
H 16.36 -0.16 -3.53 0.496
O 14.56 -2.91 0.09 -1.014
H 15.28 -2.88 -0.55 0.485
H 13.77 -3.31 -0.28 0.496
O 16.60 1.51 -0.98 -0.982
H 17.20 2.21 -0.81 0.448
H 17.18 0.72 -1.18 0.495
O 18.96 -4.89 -3.00 -0.997
H 19.07 -4.00 -2.65 0.488
H 19.57 -5.03 -3.74 0.484
O 16.94 -4.93 -1.08 -0.992
H 17.68 -4.97 -1.68 0.466
H 16.73 -3.99 -1.18 0.468
O 18.46 -2.46 -5.38 -1.026
H 19.33 -2.49 -4.87 0.472
H 18.00 -2.00 -4.62 0.465

## B
51
Properties=species:S:1:pos:R:3:nbo_charge:R:1 method="wB97M-V/def2-TZVPD" homo_lumo_gap_ev=7.079 total_charge=-2 lumo_energy_ev=4.5
Ag -0.03 -1.72 -1.07 0.858
P -0.16 0.62 0.27 1.712
O -1.20 0.22 -0.73 -0.996
O -0.80 -0.77 0.73 -0.988
O 0.50 0.41 -1.01 -0.919
O 0.87 -0.42 0.42 -0.916
O 0.05 -3.07 0.94 -1.043
H -0.13 -2.04 0.92 0.495
H -0.70 -3.58 0.63 0.489
O 0.81 -0.73 3.07 -0.989
H 0.88 -0.62 2.09 0.463
H -0.16 -0.80 3.00 0.467
O 0.10 1.45 -3.26 -1.001
H 0.09 2.41 -3.19 0.472
H 0.10 0.98 -2.38 0.489
O -0.07 2.25 2.68 -0.950
H 0.83 2.61 2.68 0.484
H -0.29 1.92 3.57 0.484
O 2.93 0.65 1.42 -0.986
H 3.16 1.52 1.14 0.466
H 2.22 0.23 0.81 0.489
O -2.61 1.77 -1.88 -1.012
H -1.97 1.13 -1.43 0.473
H -2.96 2.23 -1.16 0.451
O -2.52 -2.42 -0.15 -0.994
H -1.90 -1.70 0.14 0.485
H -2.76 -2.13 -1.01 0.474
O -1.51 -0.97 -2.85 -0.991
H -0.77 -0.51 -3.26 0.479
H -1.38 -0.58 -1.93 0.461
O 1.95 -1.12 -2.36 -0.997
H 1.40 -0.51 -1.79 0.459
H 2.63 -1.46 -1.79 0.505
O 4.31 0.04 -0.73 -1.016
H 3.80 -0.11 0.09 0.486
H 3.87 0.78 -1.15 0.486
O -2.16 2.75 0.99 -1.026
H -2.58 1.90 0.74 0.477
H -1.52 2.63 1.68 0.494
O -3.40 0.36 0.52 -0.996
H -3.07 0.16 1.37 0.478
H -2.56 0.27 -0.03 0.480
O 2.41 1.89 -1.50 -1.023
H 2.03 2.20 -2.31 0.470
H 1.74 1.17 -1.21 0.489
O 2.43 -2.23 0.10 -1.011
H 1.82 -2.89 0.37 0.481
H 1.77 -1.49 0.18 0.466
O -1.84 -0.57 2.74 -1.045
H -1.34 -0.76 1.85 0.476
H -2.30 -1.35 3.03 0.458

Computed relative energies in units of hartree: A 0.0000; B 0.6534